No. 1
7
Properties=species:S:1:pos:R:3 method="wB97M-V/def2-TZVPD" e_above_lowest_kj_mol=477.00 energy_ha=-224.81551 gap_ev="7.37 / 7.35"
C -1.24348 -0.36985 0.69937
C 0.37193 0.69703 0.20091
C -0.74924 -1.29689 -0.14721
N 0.33754 -0.52575 -0.45661
N -0.67992 0.77309 0.98670
H 0.89812 -0.82263 -1.28153
H 1.06504 1.54500 -0.00163



No. 2
8
Properties=species:S:1:pos:R:3 method="wB97M-V/def2-TZVPD" smiles="O=C1N=CC=N1" e_above_lowest_kj_mol=311.75 energy_ha=-300.11267 gap_ev="7.69 / 8.08"
C -0.78923 0.69971 -0.02674
C -0.96014 -0.68264 -0.02174
C 1.35348 -0.04381 -0.00660
N 0.44261 1.08863 -0.02136
N 0.69489 -1.20696 -0.01967
O 2.54546 0.12674 0.05862
H -1.57017 1.44622 -0.01264
H -1.71690 -1.42789 0.05012



No. 3
8
Properties=species:S:1:pos:R:3 method="wB97M-V/def2-TZVPD" smiles=N#CC(O)C#N e_above_lowest_kj_mol=175.35 energy_ha=-300.16462 gap_ev=11.58
C 0.09986 0.35123 0.35302
C 0.93466 -0.75290 0.04492
C -1.20109 -0.19549 -0.07292
H 0.40481 1.58939 -1.21570
H -0.16742 0.09481 1.46492
N 1.61023 -1.65868 -0.21082
N -2.09878 -1.04912 -0.18738
O 0.41772 1.62076 -0.17602



No. 4
8
Properties=species:S:1:pos:R:3 method="wB97M-V/def2-TZVPD" e_above_lowest_kj_mol=366.39 energy_ha=-300.09186 gap_ev="8.78 / 7.67"
O -1.34774 -0.18304 0.85359
C -0.16935 0.27068 0.34267
C -0.27198 1.48074 -0.40446
N -0.26693 2.51358 -0.94241
C 0.78375 -0.71217 -0.16828
N 1.77337 -1.42166 -0.08702
H -1.15907 -0.74081 1.62268
H 0.65795 -1.20732 -1.21676



No. 5
9
Properties=species:S:1:pos:R:3 method="wB97M-V/def2-TZVPD" e_above_lowest_kj_mol=223.41 energy_ha=-375.42643 gap_ev=11.26
N 0.82468 0.57266 1.23393
C -0.25608 0.43372 0.63300
O -0.58165 -0.21398 -0.54709
C 0.38834 -0.60105 -1.41536
O 1.56991 -0.51277 -1.24290
C -1.96578 0.12022 1.82376
N -1.48116 0.99173 1.14433
H 1.59650 0.20370 0.68830
H -0.09475 -0.99422 -2.31796



No. 6
9
Properties=species:S:1:pos:R:3 method="wB97M-V/def2-TZVPD" e_above_lowest_kj_mol=194.46 energy_ha=-375.43746 gap_ev=11.48
N -1.36428 -0.66111 -0.49338
C -0.74766 0.13812 0.23494
O 0.60193 0.41386 0.37830
C 1.53605 -0.41344 -0.15376
O 1.32498 -1.40366 -0.79286
C -1.72124 2.13465 0.67212
N -1.42235 1.05228 1.07238
H -0.73134 -1.23388 -1.04180
H 2.52391 -0.02684 0.12405



No. 7
9
Properties=species:S:1:pos:R:3 method="wB97M-V/def2-TZVPD" smiles="O=c1ccn2on12" e_above_lowest_kj_mol=533.69 energy_ha=-375.30826 gap_ev=8.85
C 0.74060 -0.65763 -0.01541
C 0.87569 0.66964 -0.12164
C -0.64838 -1.05825 -0.01927
N -0.33605 1.34412 -0.40568
N -1.40780 0.47444 -0.37508
O -1.27790 -2.03853 0.11313
O -1.22805 1.36206 0.68895
H 1.52022 -1.36718 0.18741
H 1.76167 1.27134 -0.05241



No. 8
9
Properties=species:S:1:pos:R:3 method="wB97M-V/def2-TZVPD" smiles="[H]/N=C(/C#N)OC=O" e_above_lowest_kj_mol=196.84 energy_ha=-375.43655 gap_ev=11.41
N -1.93147 -1.15892 0.18012
C -0.90176 -0.43956 0.07267
O 0.39234 -0.65810 -0.46336
C 1.44658 0.31161 -0.23618
O 1.98823 0.79996 -1.16802
C -0.80999 0.96244 0.44401
N -0.11402 1.88791 0.48436
H -1.85420 -2.13037 -0.12392
H 1.78431 0.42503 0.81032



No. 9
9
Properties=species:S:1:pos:R:3 method="wB97M-V/def2-TZVPD" smiles="O=c1cnonc1" e_above_lowest_kj_mol=431.89 energy_ha=-375.34703 gap_ev=9.08
C 0.83572 0.43690 0.18368
C -0.38128 1.05036 -0.34091
C 0.53425 -1.04543 0.32266
H -0.37084 2.05151 -0.90337
H 1.40520 -1.73735 0.67467
N -1.52234 0.48151 -0.54939
N -0.55989 -1.61888 0.20373
O 1.79160 1.18516 0.30365
O -1.73244 -0.80378 0.10528



No. 10
10
Properties=species:S:1:pos:R:3 method="wB97M-V/def2-TZVPD" smiles="Oc1ncoc(=S)n1" e_above_lowest_kj_mol=244.72 energy_ha=-773.65399 gap_ev=8.54
C 0.04109 0.50012 0.85153
C 0.93563 -1.10496 -0.08936
C -0.61160 0.18621 -1.37483
H -0.64055 1.70871 1.87781
H 1.35271 -2.10076 -0.07919
N 0.83808 -0.50146 1.00881
N -0.80983 0.81732 -0.13672
O 0.04987 1.11805 1.99418
O 0.39007 -0.82718 -1.31304
S -1.54548 0.20396 -2.73920



No. 11
10
Properties=species:S:1:pos:R:3 method="wB97M-V/def2-TZVPD" e_above_lowest_kj_mol=635.25 energy_ha=-450.56132 gap_ev=9.70
C 1.81660 -0.60566 -0.18934
C -0.96151 1.26936 -0.12612
C -1.62192 -0.03104 -0.12977
H 1.51804 -1.61832 -0.36872
H -1.15824 2.49586 -0.65821
N 0.56879 0.02289 0.61443
N 0.30912 1.13601 0.11666
O 2.88127 -0.07504 -0.14666
O -2.68892 -0.71428 -0.02471
O -0.43037 -0.80891 -0.00604



No. 12
10
Properties=species:S:1:pos:R:3 method="wB97M-V/def2-TZVPD" smiles="O=c1nnc(O)co1" e_above_lowest_kj_mol=508.81 energy_ha=-450.60948 gap_ev=8.69
C -0.01646 -0.40270 -0.85637
C -0.09416 -1.05405 0.36560
C -0.18059 0.85651 1.39631
H 0.20106 0.03888 -2.45577
H -0.46081 -2.15929 0.23355
N 0.48759 1.57797 0.24349
N 0.42181 0.97033 -0.82716
O 0.12173 -0.94709 -2.15754
O -0.00778 -0.43826 1.63912
O -0.47239 1.55770 2.41877